Entry 1:
14
Properties=species:S:1:pos:R:3 method="wB97M-V/def2-TZVPD" e_homo_ev=-7.88 largest_force_ha_per_bohr=0.12393 orbital_gap_ha=0.3242 multiplicity=1 e_above_lowest_kj_mol=471.6
C 1.587 1.125 -0.883
C -2.275 -0.597 0.691
C 1.980 0.499 0.233
N -1.314 -1.272 0.092
N -0.734 -1.139 -1.077
S 2.486 -1.221 0.274
H 1.126 1.987 -0.956
H 1.578 0.612 -1.816
H -2.845 -1.061 1.542
H -2.747 0.275 0.179
H 1.972 1.028 1.172
H -0.979 -2.075 0.419
H -0.952 -0.331 -1.622
H 2.226 -1.409 -1.155



Entry 2:
51
Properties=species:S:1:pos:R:3 method="wB97M-V/def2-TZVPD" e_homo_ev=-8.31 largest_force_ha_per_bohr=0.01433 orbital_gap_ha=0.3243 multiplicity=1 smiles="CC(=O)c1ccc2c(c1)OCCOCCOCCOCCOCCO2" e_above_lowest_kj_mol=337.2
C 3.348 3.609 0.585
C 4.015 2.253 0.596
O 5.097 2.088 1.118
C 3.294 1.138 -0.060
C 3.932 -0.096 -0.130
C 3.311 -1.187 -0.708
C 2.036 -1.061 -1.240
C 1.384 0.195 -1.197
C 2.012 1.273 -0.603
H 1.496 2.216 -0.545
O 0.147 0.212 -1.757
C -0.708 1.302 -1.486
C -2.059 0.970 -2.128
H -2.436 0.037 -1.701
O -2.983 2.027 -1.942
C -4.098 1.731 -1.141
H -4.731 2.619 -1.210
C -3.770 1.454 0.331
O -3.452 0.086 0.478
C -3.224 -0.332 1.799
C -1.891 0.161 2.396
O -0.760 -0.062 1.591
C -0.206 -1.360 1.606
C -0.707 -2.262 0.461
O -0.100 -3.544 0.477
C 1.255 -3.620 0.100
C 1.519 -3.394 -1.398
H 0.803 -3.973 -1.985
H 2.535 -3.737 -1.637
O 1.317 -2.061 -1.818
H 1.871 -2.929 0.689
H 1.549 -4.644 0.346
H -0.562 -1.754 -0.496
H -1.772 -2.471 0.580
H -0.391 -1.851 2.570
H 0.873 -1.202 1.497
H -1.767 -0.306 3.383
H -1.928 1.246 2.531
H -4.038 0.008 2.459
H -3.238 -1.423 1.760
H -2.935 2.097 0.638
H -4.646 1.695 0.954
H -4.645 0.864 -1.538
H -1.910 0.835 -3.205
H -0.819 1.425 -0.402
H -0.321 2.232 -1.923
H 3.821 -2.137 -0.739
H 4.923 -0.187 0.288
H 3.153 3.924 -0.437
H 4.001 4.331 1.068
H 2.404 3.564 1.124



Entry 3:
13
Properties=species:S:1:pos:R:3 method="wB97M-V/def2-TZVPD" e_homo_ev="-11.18 / -11.18" largest_force_ha_per_bohr=0.10082 charge=+1 orbital_gap_ha="0.2203 / 0.2202" multiplicity=1 e_above_lowest_kj_mol=0.0
H -0.364 -3.310 -4.007
C -0.048 -2.588 -3.252
C 0.974 -2.884 -2.257
O 1.211 -2.040 -3.401
H 0.964 -2.362 -1.300
H 1.468 -3.857 -2.289
O -1.127 -1.707 -3.050
H -2.955 -1.238 -2.657
O -2.969 -0.756 -3.576
C -1.775 -0.944 -4.055
Sn -3.009 0.751 -9.125
Li -2.668 -0.217 -6.579
O -1.524 -0.919 -5.240



Entry 4:
17
Properties=species:S:1:pos:R:3 method="wB97M-V/def2-TZVPD" e_homo_ev=-8.90 largest_force_ha_per_bohr=0.02294 orbital_gap_ha=0.3457 multiplicity=1 smiles="NCNCC=O.O" e_above_lowest_kj_mol=233.8
O -3.120 1.096 1.048
C -2.011 0.865 0.657
C -0.851 1.831 0.544
N 0.499 1.375 0.828
C 0.987 0.138 0.293
N 0.457 -1.055 0.928
H -1.799 -0.137 0.260
H -0.897 2.030 -0.532
H -1.066 2.731 1.111
H 0.617 1.480 1.820
H 2.074 0.097 0.363
H 0.777 0.145 -0.780
H 0.118 -0.959 1.884
H 0.079 -1.853 0.466
H 1.508 -2.171 -3.606
H 1.169 -2.645 -2.212
O 1.458 -2.967 -3.070



Entry 5:
75
Properties=species:S:1:pos:R:3 method="wB97M-V/def2-TZVPD" e_homo_ev="-7.62 / -7.63" largest_force_ha_per_bohr=0.04863 orbital_gap_ha="0.2303 / 0.2764" multiplicity=8 e_above_lowest_kj_mol=300.2
C -1.246 3.184 -2.782
C -0.688 2.142 -3.691
H -0.495 3.953 -2.555
H -1.573 2.739 -1.843
H -2.068 3.749 -3.257
C -0.056 2.509 -4.828
C 0.145 3.918 -5.269
H 0.290 1.742 -5.502
H 0.655 4.549 -4.530
H -0.797 4.421 -5.524
H 0.757 3.924 -6.175
Gd -1.388 0.297 2.155
Cl -3.340 1.837 2.691
Cl -2.736 -0.614 0.088
C -1.693 -2.946 2.138
O -0.975 -1.996 2.553
N -1.226 -4.151 1.816
C 0.208 -4.456 1.897
C -2.080 -5.055 1.051
H -2.780 -2.805 2.009
H 0.603 -4.173 2.882
H 0.787 -3.943 1.111
H 0.331 -5.533 1.753
H -3.091 -5.004 1.471
H -1.700 -6.072 1.132
H -2.115 -4.773 -0.012
H 1.425 5.291 4.372
H 1.028 3.337 1.290
C 2.189 4.514 4.150
C 1.952 3.446 1.878
N 1.639 3.445 3.301
H 2.533 4.098 5.115
C 0.792 2.516 3.778
O 0.375 1.576 3.046
H 2.570 2.578 1.619
H 0.479 2.644 4.841
H 3.037 4.971 3.605
H 2.461 4.386 1.652
O -0.394 0.435 -1.975
C -0.922 0.677 -3.270
C 0.797 -0.434 -4.748
C -0.497 -0.409 -4.226
H 1.503 0.351 -4.480
C 1.175 -1.463 -5.619
H -2.003 0.616 -3.069
C -1.447 -1.358 -4.612
H 2.176 -1.459 -6.054
C 0.242 -2.437 -5.979
C -1.069 -2.370 -5.503
H -2.470 -1.255 -4.228
H 0.494 -3.171 -6.748
H -1.828 -3.072 -5.850
Si 0.638 -0.398 -0.855
Cl -0.013 1.738 0.166
C 2.304 -0.463 -1.787
C -0.198 -2.130 -1.114
C 1.556 -0.666 0.864
H 2.191 -1.042 -2.718
H 3.109 -0.928 -1.185
H 2.610 0.559 -2.051
H 1.854 0.261 1.419
H 2.500 -1.235 0.695
H 0.949 -1.315 1.517
H -0.222 -2.374 -2.189
H -1.256 -2.117 -0.797
H 0.328 -2.932 -0.579
N 0.678 -0.535 7.446
N -0.335 -0.197 6.541
N -1.644 -0.277 6.893
C -2.232 -0.125 5.696
N -1.353 -0.111 4.679
N -0.105 -0.189 5.245
H 1.576 -0.186 7.101
H 0.403 -0.180 8.362
H -3.304 -0.055 5.585



Entry 6:
71
Properties=species:S:1:pos:R:3 method="wB97M-V/def2-TZVPD" e_homo_ev="-8.45 / -8.45" largest_force_ha_per_bohr=0.07392 orbital_gap_ha="0.2422 / 0.2904" multiplicity=3 e_above_lowest_kj_mol=250.2
Co 0.497 -0.090 -0.029
C 0.957 3.380 3.642
O 1.518 2.147 3.196
C 1.282 1.741 1.966
O 1.840 0.727 1.546
N 0.521 2.541 1.168
N 0.222 2.037 -0.126
H 1.396 3.574 4.619
H -0.127 3.303 3.740
H 1.225 4.182 2.950
H -0.295 2.953 1.625
H 0.674 2.618 -0.836
H -0.802 2.077 -0.255
Cl 3.974 -0.693 -1.118
Si 2.068 -0.075 -1.655
Cl 1.702 -1.202 -3.344
Cl 2.414 1.809 -2.510
C 2.918 -1.797 3.513
N 2.296 -2.179 2.265
C 1.006 -2.262 1.952
S 0.669 -2.332 0.241
N -0.015 -2.433 2.750
C -0.068 -2.751 4.155
H 3.562 -0.935 3.333
H 3.526 -2.624 3.889
H 2.182 -1.519 4.260
H 2.906 -2.101 1.461
H -0.939 -2.235 2.350
H 0.858 -3.218 4.481
H -0.889 -3.456 4.298
H -0.286 -1.860 4.747
F -1.106 -0.468 -1.387
Te -2.464 0.467 1.794
F -2.474 1.843 0.079
F -1.877 0.158 3.714
F -1.883 2.334 2.522
F -2.606 -1.689 1.943
O -0.765 0.090 1.359
C -1.715 -2.524 -3.440
Ge -2.205 -0.660 -2.917
C -1.421 0.925 -3.835
C -0.601 0.828 -4.949
C 0.030 1.956 -5.449
C -0.149 3.183 -4.834
C -0.965 3.282 -3.719
C -1.602 2.160 -3.225
C -3.954 -0.355 -2.020
C -4.037 -0.350 -0.654
C -5.224 0.005 -0.001
C -6.343 0.314 -0.724
C -6.322 0.259 -2.135
C -7.464 0.511 -2.923
C -7.412 0.432 -4.286
C -6.212 0.100 -4.931
C -5.088 -0.139 -4.196
C -5.106 -0.070 -2.791
H -2.298 -2.850 -4.295
H -1.924 -3.189 -2.605
H -0.656 -2.579 -3.674
H -0.451 -0.132 -5.423
H 0.679 1.872 -6.309
H 0.361 4.056 -5.213
H -1.097 4.235 -3.230
H -2.240 2.235 -2.357
H -3.170 -0.621 -0.061
H -5.233 0.039 1.082
H -7.256 0.605 -0.223
H -8.391 0.746 -2.423
H -8.294 0.620 -4.877
H -6.184 0.040 -6.008
H -4.155 -0.418 -4.677



Entry 7:
14
Properties=species:S:1:pos:R:3 method="wB97M-V/def2-TZVPD" e_homo_ev=-14.24 largest_force_ha_per_bohr=0.14378 charge=+1 orbital_gap_ha=0.3794 multiplicity=1 smiles=CO[C@]1([NH3+])CO1 e_above_lowest_kj_mol=447.7
C -1.662 1.035 -0.523
C -0.356 0.091 -0.029
C 2.028 0.770 0.102
N -0.753 -1.398 -0.010
O -1.005 0.940 0.787
O 0.903 0.107 -0.522
H -1.409 1.898 -0.982
H -2.610 0.394 -0.456
H 1.522 1.564 0.751
H 2.670 1.242 -0.667
H 2.582 -0.043 0.433
H -0.207 -2.014 0.745
H -0.651 -1.860 -0.904
H -1.655 -1.724 0.338



Entry 8:
88
Properties=species:S:1:pos:R:3 method="wB97M-V/def2-TZVPD" e_homo_ev=-0.48 largest_force_ha_per_bohr=0.01389 charge=-2 orbital_gap_ha=0.1481 multiplicity=1 e_above_lowest_kj_mol=130.8
K 0.056 -0.377 -0.053
C -7.366 -0.626 1.246
C -6.795 0.448 2.126
C -7.618 1.320 2.820
C -7.104 2.320 3.633
C -5.729 2.460 3.732
C -4.881 1.611 3.041
C -5.402 0.586 2.251
N -4.598 -0.302 1.541
C -3.185 -0.382 1.599
N -2.733 -0.508 2.864
C -1.403 -0.517 3.439
C -0.272 -0.562 2.633
C 0.927 -0.610 3.370
C 0.991 -0.606 4.759
C -0.186 -0.538 5.496
C -1.411 -0.492 4.848
C -2.680 -0.426 5.663
N -2.488 -0.384 0.523
C -3.147 -0.164 -0.699
C -3.505 1.127 -1.090
C -4.129 1.351 -2.306
C -4.386 0.284 -3.156
C -4.006 -0.995 -2.779
C -3.384 -1.247 -1.560
C -2.948 -2.630 -1.174
H -8.453 -0.643 1.317
H -6.983 -1.609 1.525
H -7.108 -0.470 0.194
H -8.691 1.204 2.720
H -7.768 2.984 4.171
H -5.302 3.245 4.343
H -3.811 1.744 3.103
H -4.961 -0.571 0.638
H -3.481 -0.648 3.521
H 1.872 -0.657 2.830
H 1.946 -0.665 5.272
H -0.161 -0.530 6.582
H -2.444 -0.395 6.728
H -3.323 -1.300 5.506
H -3.281 0.458 5.434
H -3.267 1.949 -0.427
H -4.382 2.358 -2.608
H -4.847 0.456 -4.119
H -4.185 -1.830 -3.446
H -3.330 -3.365 -1.882
H -3.293 -2.896 -0.174
H -1.860 -2.730 -1.158
C -0.496 4.758 1.594
C -0.075 5.112 0.158
S -0.110 3.727 -1.018
C 1.643 3.246 -1.078
C 2.368 3.159 0.253
S 1.503 2.077 1.415
C 2.102 2.729 2.988
C 1.089 3.631 3.680
S 0.725 5.217 2.870
H -0.643 3.682 1.677
H -1.435 5.256 1.838
H 0.930 5.532 0.144
H -0.738 5.879 -0.243
H 2.182 3.942 -1.725
H 1.663 2.271 -1.572
H 2.477 4.146 0.706
H 3.360 2.743 0.060
H 3.046 3.248 2.817
H 2.297 1.868 3.629
H 1.451 3.907 4.674
H 0.151 3.091 3.819
Se 3.929 0.194 -1.235
Se 3.922 -2.047 -1.969
Te 2.274 -3.050 -0.250
Se 1.117 -4.849 -1.533
N -2.269 0.170 -6.981
C -2.016 0.943 -5.868
O -2.689 1.926 -5.613
C -0.866 0.491 -5.037
C 0.205 -0.238 -5.556
C 1.201 -0.652 -4.701
C 1.089 -0.343 -3.348
N 0.069 0.348 -2.845
C -0.879 0.766 -3.676
H -3.154 0.359 -7.423
H -1.970 -0.791 -6.968
H 0.265 -0.456 -6.616
H 2.058 -1.219 -5.037
H 1.854 -0.671 -2.654
H -1.701 1.322 -3.248



Entry 9:
9
Properties=species:S:1:pos:R:3 method="wB97M-V/def2-TZVPD" e_homo_ev="-10.83 / -9.22" largest_force_ha_per_bohr=0.07891 orbital_gap_ha="0.3757 / 0.2717" multiplicity=1 e_above_lowest_kj_mol=266.9
C -0.386 1.396 -0.389
C 0.648 -1.343 0.052
N -0.652 1.320 0.811
O -1.286 0.582 1.557
F -0.573 0.583 -1.465
F 0.370 2.475 -0.833
F 0.841 -1.667 -1.210
F 1.830 -1.443 0.720
Cl -0.791 -1.904 0.757



What did we get for DFT total energy? Answer: -17051.8426; -33417.8848; -17393.1150; -10347.0642; -105264.8281; -206699.0524; -8815.3124; -297572.0521; -28998.0133 eV, in the order shown.